{"formula": "C32H30N5O4PbSeSi", "method": "ωB97M-V/def2-TZVPD", "elements": ["Pb", "C", "O", "C", "C", "C", "C", "C", "C", "N", "N", "C", "C", "O", "C", "C", "C", "C", "C", "C", "C", "C", "H", "H", "H", "H", "H", "H", "H", "H", "H", "H", "H", "H", "H", "O", "C", "N", "C", "O", "C", "C", "C", "C", "C", "N", "C", "C", "C", "C", "C", "N", "H", "H", "H", "H", "H", "H", "H", "H", "C", "Si", "C", "C", "Se", "H", "H", "H", "H", "H", "H", "H", "H", "H"], "positions_angstrom": [[12.056515, 12.960433, 9.340080], [8.669499, 12.412667, 12.213197], [9.665245, 13.186143, 11.639478], [9.316244, 14.300749, 10.945175], [8.028283, 14.664099, 10.683197], [7.795388, 15.952328, 10.138574], [8.819380, 16.820322, 9.919121], [10.133867, 16.514240, 10.208594], [10.380470, 15.250250, 10.703871], [11.625344, 14.587043, 10.910682], [12.459547, 15.239698, 11.590217], [13.744411, 15.057534, 11.905889], [14.504355, 13.869006, 11.633629], [13.932469, 13.028962, 10.904565], [15.914162, 13.815493, 11.986528], [16.545956, 14.912213, 12.525260], [15.798543, 16.107902, 12.853077], [16.428575, 17.135211, 13.563176], [15.742183, 18.272206, 14.033683], [14.394101, 18.312566, 13.839746], [13.721480, 17.303185, 13.128652], [14.395407, 16.172677, 12.692235], [8.237461, 12.948953, 13.067760], [9.197699, 11.541378, 12.663113], [7.851108, 12.093425, 11.579298], [7.248254, 13.998273, 10.933659], [6.771757, 16.122017, 9.861719], [8.608068, 17.790529, 9.515205], [11.049404, 17.077411, 10.006356], [16.542283, 12.976263, 11.605013], [17.669046, 14.851153, 12.556521], [17.502689, 17.032055, 13.732615], [16.339235, 19.007152, 14.510140], [13.867078, 19.203451, 14.203873], [12.688674, 17.406363, 12.921711], [8.899584, 10.312853, 8.353889], [9.758199, 10.953019, 8.924808], [10.120273, 12.292365, 8.631435], [9.217614, 13.119906, 7.981481], [8.072648, 12.898938, 7.804418], [9.800967, 14.455505, 7.471084], [9.088216, 15.422807, 6.799249], [9.698981, 16.610186, 6.410441], [11.023525, 16.818777, 6.786201], [11.601558, 15.893501, 7.624749], [11.030124, 14.707403, 7.868966], [10.503484, 10.313450, 10.031114], [10.188000, 9.036964, 10.428202], [10.884354, 8.528450, 11.485556], [11.961078, 9.183453, 12.050336], [12.317029, 10.380877, 11.484574], [11.552596, 10.925343, 10.566483], [8.075441, 15.219997, 6.573426], [9.121090, 17.352108, 5.864824], [11.603986, 17.698750, 6.471216], [12.641387, 16.039626, 7.977785], [9.393790, 8.478781, 9.948829], [10.766207, 7.567753, 12.014056], [12.625534, 8.653147, 12.766512], [13.104485, 10.880976, 11.942637], [16.361055, 11.063195, 6.625955], [14.760184, 10.785462, 7.512782], [14.924995, 10.285932, 9.264034], [13.562354, 9.687236, 6.600878], [13.944973, 13.007124, 7.456175], [17.145198, 10.330895, 6.614046], [16.896780, 11.951714, 7.039665], [16.101877, 11.303468, 5.619867], [15.767799, 9.634399, 9.176419], [14.095328, 9.876886, 9.796433], [15.182932, 11.153477, 9.868460], [13.895768, 8.644697, 6.656806], [13.413705, 9.959822, 5.564223], [12.554691, 9.868698, 7.024328]], "forces_ev_per_a": [[1.003, 0.885, 0.072], [-0.141, -0.902, 1.902], [0.915, 0.228, -1.228], [0.652, 1.593, 0.844], [0.472, 1.360, -0.469], [-0.441, -2.153, 0.389], [0.024, 1.409, -0.334], [1.402, -1.552, 0.437], [-1.467, -2.556, 0.223], [0.559, -0.122, -0.959], [1.744, 1.076, 0.715], [-0.191, 0.996, 1.351], [-0.102, 1.443, -0.835], [-0.075, -1.844, -0.208], [0.984, 0.161, -0.193], [-0.158, -1.189, -1.289], [0.213, 0.051, 1.487], [0.245, 0.579, -0.071], [1.469, -2.297, -0.758], [-1.336, 0.601, -0.426], [0.955, 0.415, 0.681], [-0.229, -0.835, -1.318], [-0.136, 0.055, -0.137], [-0.482, 0.397, -0.530], [0.091, -0.139, -0.508], [-0.922, -0.375, -0.016], [-0.175, 0.662, -0.054], [-0.156, 0.356, -0.211], [-0.744, 0.467, 0.037], [-0.849, 0.556, 0.498], [-1.319, 0.429, 0.372], [-0.262, 0.167, -0.021], [0.004, 0.765, 0.512], [-0.093, -0.520, -0.255], [-0.879, 0.001, -0.035], [0.638, 0.499, 0.366], [-1.170, 1.068, -1.205], [-0.297, -1.455, 0.447], [1.491, 1.162, -0.720], [-2.004, -0.512, -0.199], [0.324, -0.445, 0.935], [-0.026, 0.160, -0.306], [0.008, -0.332, 0.187], [-0.087, 0.805, -0.085], [1.142, -0.758, -0.731], [1.131, 0.522, 0.774], [0.877, -0.552, 0.144], [-1.064, -0.424, -0.041], [1.030, -1.764, 1.967], [0.744, -0.716, -0.359], [-1.090, -0.891, 1.145], [0.529, 1.907, -1.164], [-0.911, -0.123, -0.268], [0.253, -0.142, -0.026], [-0.493, -0.392, 0.289], [-0.738, -0.168, -0.064], [-0.012, 0.214, -0.006], [-0.875, 0.202, -1.069], [-0.769, 0.760, -0.333], [1.458, 1.401, -0.055], [0.668, 1.248, 1.008], [-0.700, 0.386, -0.394], [0.276, 1.117, 0.113], [-0.387, 0.471, 0.202], [-0.706, -0.327, 0.626], [0.002, -0.916, 0.018], [-0.596, -0.377, -0.204], [-0.071, 0.183, -0.960], [0.569, -0.847, 0.634], [-0.553, -0.813, -0.134], [0.440, 0.124, -0.064], [-0.384, 0.087, 0.090], [0.350, 0.049, -0.384], [0.429, -0.580, 0.162]], "mulliken_charge": [1.26, -1.12, -0.14, 0.47, -0.61, -0.85, -0.64, -0.56, 0.00, 0.89, -0.65, -0.02, 0.64, 0.19, -1.03, -0.60, 0.51, -0.55, -0.77, -0.65, -0.45, 0.24, 0.44, 0.19, 0.44, 0.51, 0.46, 0.47, 0.57, 0.32, 0.30, 0.37, 0.43, 0.36, 0.55, -0.60, -0.44, 0.25, 0.02, -0.57, 0.34, -0.70, -0.39, -0.75, -0.33, 0.27, 0.78, -0.91, -0.47, -0.79, -0.74, 0.98, 0.64, 0.45, 0.42, 0.46, 0.60, 0.39, 0.42, 0.64, -1.19, 0.46, -0.65, -0.89, -0.30, 0.40, 0.32, 0.35, 0.58, 0.26, -0.11, 0.35, 0.33, 0.13], "lumo_energy_ev": -4.56, "charge": 1, "multiplicity": 1, "e_tot_ev": -127776.5979, "homo_energy_ev": -10.35, "de_lowest_kj_mol": 136.2, "orbital_gap_ha": 0.2129}